[1]
A 2-piece molecular cluster, C19H15F3N3O overall. Source: the OMol25 dataset; level of theory: ωB97M-V/def2-TZVPD.

The geometry in XYZ format:
```
41
Properties=species:S:1:pos:R:3:forces:R:3
C -5.6549 -0.0544 0.6668 0.360 0.146 0.176
N -4.6886 0.5695 1.5461 -0.961 0.063 0.271
C -5.2565 1.5633 2.4310 0.247 -0.187 -0.229
C -3.3151 0.3221 1.4510 1.480 -0.328 -0.171
C -2.4903 1.0903 0.5926 -0.840 -0.379 0.553
C -1.1418 0.8096 0.4745 0.863 -0.223 0.216
C -0.5370 -0.2384 1.2129 -1.799 0.242 -0.761
C 0.8931 -0.5100 1.0632 0.831 0.539 1.418
C 1.8166 0.4570 1.3878 -0.964 -0.706 -0.038
C 3.2064 0.1714 1.3424 2.851 -0.844 -0.104
N 4.3448 -0.1082 1.3245 -2.453 0.665 0.112
C 1.4589 1.8209 1.6274 -0.564 1.936 0.320
N 1.1871 2.9446 1.8001 0.481 -1.999 -0.208
C -1.3812 -1.0368 2.0280 1.182 0.299 -0.103
C -2.7221 -0.7393 2.1869 -0.577 0.711 -0.532
H -5.1625 -0.7908 0.0213 -0.152 0.181 0.155
H -6.4335 -0.5534 1.2662 0.034 -0.035 -0.212
H -6.1495 0.7083 0.0413 0.002 -0.213 -0.053
H -4.4788 1.9999 3.0677 -0.198 -0.094 -0.153
H -5.7445 2.3632 1.8494 0.064 0.045 0.186
H -6.0284 1.0983 3.0651 0.093 0.171 0.042
H -2.9531 1.9137 0.0325 0.270 -0.405 0.184
H -0.5149 1.3979 -0.2035 -0.211 -0.262 0.254
H 1.1844 -1.5434 0.8775 0.148 0.437 0.343
H -0.9192 -1.8532 2.5927 -0.245 0.204 -0.176
H -3.3529 -1.3082 2.8760 0.217 0.111 -0.300
F 3.9720 1.9967 -3.6762 -0.826 -0.036 0.381
C 3.0341 1.3518 -2.9007 0.295 -0.420 0.450
F 2.8127 2.1535 -1.8118 -0.003 -0.312 -0.966
F 1.8723 1.3267 -3.6310 0.680 0.367 0.485
C 3.5032 -0.0295 -2.5338 -1.380 -0.241 0.741
C 2.6368 -0.8774 -1.6732 1.393 -0.477 -0.916
O 1.6675 -0.4378 -0.9998 -0.483 0.390 -1.380
C 3.0275 -2.2799 -1.6337 -0.294 0.762 0.183
C 4.2540 -2.7107 -2.0929 -0.022 0.440 -0.257
C 5.0991 -1.8167 -2.7707 0.499 0.065 -0.275
C 4.6965 -0.5022 -3.0344 0.041 -0.624 0.186
H 2.3118 -2.9593 -1.1659 0.276 0.122 0.036
H 4.5557 -3.7505 -1.9300 -0.056 0.333 -0.154
H 6.0781 -2.1272 -3.1301 -0.189 -0.115 0.081
H 5.3122 0.1688 -3.6371 -0.086 -0.335 0.217
```
Positions in Å, forces in eV/Å.

Output
- Net charge: -1
- LUMO energy: 2.51 eV
- Gap between HOMO and LUMO: 6.3 eV
- Multiplicity: 1
- Max |F|: 2.97 eV/A



[2]
One molecule with the formula C4H9NO. Source: the OMol25 dataset; level of theory: ωB97M-V/def2-TZVPD.

The geometry in XYZ format:
```
15
Properties=species:S:1:pos:R:3:forces:R:3
C -0.6751 2.2095 -0.4628 -0.089 0.143 -0.067
C 0.0967 0.9360 -0.7405 -0.066 0.212 -0.182
C -0.4134 -0.2280 0.0735 0.179 0.245 0.127
O -1.3604 -0.1856 0.8372 0.418 0.082 -0.077
N 0.3648 -1.3355 -0.0651 0.911 1.678 0.512
C 0.6092 -2.3532 1.1072 -1.047 1.609 -1.808
H -0.5895 2.4890 0.5915 -0.022 -0.038 -0.179
H -0.2935 3.0272 -1.0782 -0.080 -0.018 0.069
H -1.7355 2.0623 -0.6786 0.100 0.085 0.025
H 0.0641 0.6563 -1.8003 -0.024 0.096 0.035
H 1.1611 1.0473 -0.4869 -0.234 0.058 -0.071
H 1.0470 -1.4181 -0.8013 0.066 0.469 0.065
H 1.7033 -2.2898 1.3150 -0.870 -1.046 -0.635
H 0.0994 -1.9408 1.9870 -0.282 -0.381 -0.526
H -0.0781 -2.6764 0.2023 1.041 -3.194 2.713
```
Positions in Å, forces in eV/Å.

Output
- Net charge: 0
- LUMO energy: 0.76 eV
- Relative energy (zero: lowest compared OMol25 entry of this formula, charge and spin): 75.3 kcal/mol
- Gap between HOMO and LUMO: 9.7 eV
- Multiplicity: 1
- Max |F|: 4.32 eV/A
- SMILES string: CCC(=O)NC



[3]
C30H45BrIrN2P2S as an isolated structure. Source: the OMol25 dataset; level of theory: ωB97M-V/def2-TZVPD.

The geometry in XYZ format:
```
82
Properties=species:S:1:pos:R:3:forces:R:3
N 0.5116 6.2064 -5.3789 0.246 -2.653 2.734
C 1.0797 5.0763 -5.7651 0.647 0.273 -1.565
C 1.2905 4.0176 -4.8844 -0.414 0.227 0.742
C 0.7550 4.0850 -3.5649 0.090 0.822 -0.161
C 0.2482 5.3612 -3.1525 0.203 -0.861 -1.011
C 0.1230 6.3645 -4.1174 -0.763 1.944 0.473
C 0.6326 2.8802 -2.7636 0.539 0.584 -0.689
Ir 0.3044 1.4791 -0.5178 -0.790 -3.255 -0.929
P -3.1384 -0.9177 2.1288 0.546 1.418 -1.991
C -0.4825 2.6166 -1.8983 -1.088 1.025 -0.972
C -1.3658 1.3827 -2.1989 -0.758 0.563 0.023
C -2.7182 1.5606 -1.7478 0.238 -0.755 -0.681
C -3.7631 0.8137 -2.2986 -0.114 0.919 0.540
C -3.5207 -0.2718 -3.1651 2.012 1.113 0.809
C -2.2125 -0.3650 -3.7018 0.579 0.085 -0.180
C -1.1505 0.4513 -3.2569 -0.492 0.223 -0.465
Br -4.7657 -1.5790 -3.3951 -0.563 -0.282 -0.569
H 1.3636 2.0756 -2.8726 -0.357 0.314 -0.749
H -1.1037 3.4777 -1.6127 0.250 -0.214 -0.320
H 1.8151 3.1328 -5.2477 -0.286 0.271 -0.058
H -0.0247 5.5645 -2.1117 -0.072 0.087 -0.604
H 1.3926 5.0144 -6.8019 0.076 -0.081 -0.095
H -0.3092 7.3360 -3.8364 0.237 -0.301 -0.160
H -2.8647 2.3346 -0.9920 -0.432 -0.123 -0.347
H -0.1948 0.5133 -3.8176 -0.724 -0.496 0.460
H -4.7951 1.1306 -2.1244 0.258 -0.417 0.382
H -2.0793 -1.0403 -4.5535 0.216 0.110 0.442
P 0.8879 2.4292 1.3207 -0.157 2.056 2.098
C -3.7470 -1.3345 0.4641 -0.512 -1.306 0.205
C -5.2420 -1.6987 0.4748 -0.385 0.125 -0.182
H -3.1656 -2.1896 0.0853 -0.079 0.171 0.177
H -3.5476 -0.4850 -0.1977 0.145 0.103 0.324
H -5.5627 -2.0018 -0.5333 0.131 0.110 0.410
H -5.4479 -2.5293 1.1610 0.045 0.180 -0.201
H -5.8677 -0.8433 0.7737 0.194 -0.265 -0.079
C -3.6241 0.8215 2.3664 -0.186 0.367 1.008
C -4.8048 0.9561 3.3493 -0.323 -0.023 0.200
H -3.8769 1.2553 1.3881 0.029 -0.374 0.036
H -2.7645 1.3818 2.7648 -0.299 -0.405 -0.046
H -5.1502 1.9966 3.3927 0.110 -0.288 -0.046
H -5.6576 0.3255 3.0546 0.256 0.258 0.098
H -4.4960 0.6612 4.3617 -0.132 0.082 -0.287
C -1.3281 -1.1293 2.0803 0.176 -0.057 0.448
C -1.0294 -2.4200 2.8617 0.237 -0.201 0.287
H -0.8347 -0.2595 2.5373 -0.342 -0.211 0.072
H -0.9652 -1.1831 1.0402 -0.427 0.043 0.237
H 0.0110 -2.4472 3.2098 -0.307 -0.006 -0.061
H -1.6889 -2.4895 3.7391 0.386 -0.112 -0.120
H -1.2059 -3.3065 2.2437 -0.062 0.125 0.162
C 1.6320 1.3142 2.5513 0.184 -0.658 0.027
C 2.7374 1.8761 3.4442 0.255 0.127 0.274
H 1.9550 0.4032 2.0174 -0.003 0.308 0.300
H 0.7811 1.0195 3.1917 0.374 -0.005 -0.282
H 3.6646 2.1065 2.9060 -0.317 -0.033 0.073
H 2.4075 2.7742 3.9888 0.121 -0.295 -0.196
H 2.9831 1.1158 4.1937 -0.018 0.202 -0.072
C -0.7581 2.7394 2.0123 -0.152 -0.001 0.104
C -1.1544 4.1984 1.8962 -0.471 0.266 0.241
H -0.6960 2.3908 3.0518 -0.343 0.254 -0.077
H -1.4549 2.0856 1.4574 0.157 0.275 0.379
H -0.3899 4.8495 2.3366 -0.390 -0.083 -0.012
H -1.3058 4.5022 0.8538 0.054 -0.057 0.128
H -2.1042 4.3477 2.4234 0.235 0.193 -0.108
C 1.7861 3.9877 1.1723 -0.206 0.091 0.257
C 3.0536 3.5800 0.4357 1.236 0.140 -0.004
H 1.9661 4.4222 2.1752 0.078 -0.222 -0.491
H 1.1899 4.7333 0.6163 0.098 -0.539 0.192
H 3.3662 4.3380 -0.2931 0.056 -0.106 0.345
H 3.8633 3.4443 1.1856 -0.327 0.008 -0.826
H 2.9158 2.6448 -0.1448 0.284 0.501 0.379
S 1.9923 0.2256 -1.1833 0.650 -0.417 -0.515
C 1.6643 -1.2954 -0.4064 1.131 -0.878 0.441
N 2.6315 -1.6758 0.5010 -1.078 -0.501 0.185
C 2.5234 -2.8150 1.2445 0.027 0.445 -0.299
C 1.4398 -3.6478 1.0441 -0.036 -0.254 0.157
C 0.5023 -3.3496 0.0507 -0.101 0.149 -0.161
C 0.6227 -2.1784 -0.6958 0.302 0.376 0.385
H 3.4006 -1.0256 0.6798 -0.110 -0.360 -0.143
H 3.3043 -2.9924 1.9881 -0.231 0.008 -0.312
H 1.3018 -4.5237 1.6804 0.244 0.202 -0.275
H -0.3592 -4.0083 -0.1226 0.518 0.168 0.048
H -0.0861 -1.8725 -1.4580 0.004 -0.216 0.057
```
Positions in Å, forces in eV/Å.

Output
- Net charge: +4
- LUMO energy (spin up / spin down): -11.61 / -13.96 eV
- Relative energy (zero: lowest compared OMol25 entry of this formula, charge and spin): 17.6 kcal/mol
- Expectation value of S²: 8.823
- Gap between HOMO and LUMO (spin up / spin down): 6.4 / 5.1 eV
- Multiplicity: 6
- Max |F|: 3.82 eV/A



[4]
C38H47Cl3IN5O5SSi2Zr as an isolated structure. Source: the OMol25 dataset; level of theory: ωB97M-V/def2-TZVPD.

The geometry in XYZ format:
```
103
Properties=species:S:1:pos:R:3:forces:R:3
Zr -0.1854 0.2544 -0.3653 0.895 0.541 -1.580
C -1.6535 3.4257 -0.5408 -0.124 -0.075 0.116
C -0.8258 2.8150 -1.4686 0.217 -0.321 0.104
C -1.4242 1.5572 -1.8481 -0.288 0.275 -0.565
C -2.6946 1.5051 -1.1659 0.081 -0.331 -0.021
C -2.8137 2.6237 -0.3675 0.133 0.022 0.073
H -1.4492 4.3618 -0.0414 0.013 0.001 -0.001
H 0.0999 3.2094 -1.8518 -0.009 0.029 0.004
H -1.2654 1.0704 -2.8094 0.063 0.036 0.090
H -3.3993 0.6913 -1.2397 -0.034 0.131 -0.050
H -3.6313 2.8357 0.3074 -0.006 -0.001 0.005
N 1.1908 -1.7582 -4.2251 0.006 -0.004 -0.005
C 0.4544 -1.2583 -3.2295 -0.044 -0.053 0.047
N 0.8594 -1.1510 -2.0032 -0.063 0.053 -0.015
C 2.1200 -1.6342 -1.6532 0.036 -0.018 0.090
N 2.5110 -1.6902 -0.4319 -0.087 -0.028 0.021
N 1.5408 -1.2563 0.4764 0.037 0.043 -0.244
C 1.8795 -1.4565 1.6882 -0.028 -0.023 -0.093
C 0.9301 -1.2536 2.7966 0.044 -0.080 0.162
C 1.3505 -0.6733 3.9880 -0.087 -0.003 0.058
C 0.4225 -0.5387 5.0093 0.038 -0.029 -0.027
C -0.8630 -1.0157 4.8103 -0.004 -0.025 -0.007
C -1.1751 -1.6023 3.5903 0.003 0.036 -0.006
N -0.3047 -1.7171 2.5957 0.093 0.000 0.045
C 3.0063 -2.1082 -2.7194 -0.038 0.012 0.013
C 4.3245 -2.4988 -2.4815 0.000 0.006 -0.002
C 5.1127 -2.9450 -3.5209 0.000 -0.002 -0.005
C 4.5946 -3.0097 -4.8151 0.006 -0.005 0.000
C 3.2954 -2.6241 -5.0709 -0.011 0.007 0.019
C 2.5075 -2.1702 -4.0171 -0.003 -0.003 -0.020
H 0.7822 -1.8119 -5.1440 0.015 -0.006 -0.005
H -0.5598 -0.9587 -3.4721 -0.017 0.011 0.003
H 2.8791 -1.8306 1.8968 -0.009 -0.020 -0.002
H 2.3649 -0.3129 4.0907 -0.016 0.001 0.003
H 0.7004 -0.0710 5.9446 0.001 0.002 0.005
H -1.6174 -0.9351 5.5817 0.002 0.006 0.003
H -2.1703 -1.9888 3.3976 0.003 0.000 -0.016
H 4.7032 -2.4378 -1.4713 0.000 0.002 0.004
H 6.1349 -3.2438 -3.3344 0.000 0.001 -0.001
H 5.2155 -3.3610 -5.6284 0.002 0.001 0.001
H 2.8888 -2.6659 -6.0739 -0.001 0.001 0.000
Cl 2.0933 1.4584 -1.4131 0.147 -0.118 -0.322
Si 1.4030 2.0609 0.8550 0.099 -0.486 0.233
Cl 1.5762 4.1132 0.8073 0.243 0.378 -0.464
Cl 3.1279 1.4942 1.9149 0.309 -0.005 -0.177
C -6.9795 -1.3380 -1.1939 -0.012 -0.003 0.016
C -5.6012 -1.5243 -0.5757 0.041 0.052 0.017
C -5.4849 -2.9010 0.0676 0.030 0.002 -0.015
C -5.3207 -0.4364 0.4568 0.015 -0.014 0.026
O -4.6690 -1.3604 -1.6559 -0.042 -0.113 -0.056
Si -3.1861 -1.9932 -1.9444 0.051 0.100 0.022
S -1.8583 -1.7524 -0.3626 0.067 -0.194 0.364
O -2.6487 -1.1975 -3.2941 -0.003 -0.108 0.063
C -3.3705 -0.8474 -4.4908 0.024 0.078 -0.035
C -4.3225 -1.9591 -4.9178 0.022 0.008 0.038
C -2.3021 -0.6465 -5.5591 -0.005 0.023 -0.036
C -4.1212 0.4555 -4.2473 0.022 0.034 -0.037
O -3.4251 -3.5807 -2.2802 -0.100 0.073 0.028
C -2.5409 -4.7015 -2.3762 0.017 0.009 -0.029
C -1.2013 -4.2785 -2.9750 -0.004 -0.006 0.005
C -3.2372 -5.6982 -3.2938 0.007 -0.013 -0.001
C -2.3484 -5.3026 -0.9884 0.014 0.006 -0.016
H -7.7558 -1.3994 -0.4294 -0.004 0.000 0.000
H -7.1643 -2.1110 -1.9416 0.009 0.003 0.004
H -7.0435 -0.3627 -1.6786 0.002 -0.001 -0.001
H -6.2307 -2.9965 0.8593 0.004 -0.013 -0.014
H -4.4958 -3.0403 0.5080 0.022 0.007 0.002
H -5.6465 -3.6872 -0.6688 -0.017 -0.016 -0.032
H -6.0339 -0.5055 1.2807 -0.011 0.001 0.017
H -5.4087 0.5522 0.0034 0.000 0.010 -0.010
H -4.3075 -0.5526 0.8498 -0.039 -0.013 -0.056
H -3.7802 -2.8919 -5.0774 0.013 -0.013 0.002
H -4.8194 -1.6791 -5.8488 0.007 0.001 0.011
H -5.0834 -2.1315 -4.1580 -0.025 -0.002 0.029
H -1.7521 -1.5796 -5.7143 0.021 0.004 0.001
H -1.6099 0.1467 -5.2644 0.002 -0.019 0.003
H -2.7563 -0.3591 -6.5079 0.007 -0.002 -0.011
H -4.8722 0.3167 -3.4719 -0.018 -0.003 0.007
H -4.6132 0.7820 -5.1657 -0.013 0.002 -0.001
H -3.4316 1.2372 -3.9211 -0.045 -0.044 -0.025
H -1.3592 -3.7882 -3.9396 -0.011 -0.011 0.006
H -0.5650 -5.1518 -3.1284 0.015 -0.009 -0.002
H -0.6883 -3.5879 -2.3020 -0.007 -0.016 0.002
H -3.3822 -5.2681 -4.2861 0.002 0.011 -0.001
H -4.2150 -5.9589 -2.8867 0.009 0.007 0.000
H -2.6444 -6.6093 -3.3910 -0.001 -0.005 -0.002
H -1.8816 -4.5775 -0.3222 0.002 0.004 0.004
H -1.7159 -6.1913 -1.0434 -0.004 0.003 -0.004
H -3.3150 -5.5904 -0.5718 -0.004 0.006 -0.005
I -5.1688 2.7122 6.6481 0.009 -0.004 -0.009
C -3.6981 2.3660 5.2099 -0.022 0.006 0.033
C -3.9809 1.5333 4.1345 0.041 -0.012 -0.024
C -3.0004 1.3006 3.1850 -0.027 0.000 -0.056
C -1.7527 1.9009 3.3170 0.056 0.333 -0.066
C -1.4828 2.7429 4.3897 -0.014 0.006 -0.020
C -2.4574 2.9762 5.3453 0.015 -0.026 0.006
C -0.7170 1.6414 2.2973 -0.580 -1.186 0.355
O 0.4133 2.1871 2.3880 -0.678 0.301 0.602
O -1.0193 0.7615 1.4166 -0.478 0.735 1.343
H -4.9545 1.0738 4.0361 -0.005 -0.001 0.006
H -3.1900 0.6559 2.3341 0.010 0.049 0.074
H -0.5085 3.2071 4.4665 -0.005 0.013 0.006
H -2.2572 3.6277 6.1842 0.001 0.000 0.003
```
Positions in Å, forces in eV/Å.

Output
- Net charge: 0
- LUMO energy: -0.60 eV
- Relative energy (zero: lowest compared OMol25 entry of this formula, charge and spin): 51.8 kcal/mol
- Gap between HOMO and LUMO: 6.6 eV
- Multiplicity: 1
- Max |F|: 1.89 eV/A